1.
This record from OMol25 describes a 19-piece molecular cluster, C6H38O22 overall in a non-equilibrium geometry. The level of theory is wB97M-V/def2-TZVPD.

XYZ file:
```
66
Properties=species:S:1:pos:R:3
C 15.572 17.445 -16.973
C 14.639 18.443 -16.932
C 13.291 18.399 -17.503
O 12.429 19.340 -17.398
C 12.908 17.279 -18.171
C 13.668 16.063 -18.297
C 15.201 16.226 -17.611
O 15.955 15.235 -17.645
O 13.239 14.981 -18.747
O 15.128 19.509 -16.427
H 16.513 17.538 -16.452
H 11.930 17.341 -18.626
O 12.180 16.441 -21.390
H 11.719 16.084 -20.631
H 13.074 16.110 -21.305
O 13.201 12.365 -18.714
H 13.301 12.212 -19.653
H 13.315 13.310 -18.611
O 11.279 22.284 -17.035
H 11.822 21.496 -17.040
H 10.667 22.159 -17.761
O 15.807 12.735 -16.213
H 15.865 13.478 -16.814
H 14.869 12.570 -16.125
O 18.027 19.622 -17.151
H 18.382 18.811 -16.788
H 17.096 19.598 -16.928
O 8.838 18.599 -19.484
H 8.973 18.111 -18.672
H 9.712 18.905 -19.728
O 10.299 14.418 -18.732
H 11.234 14.336 -18.919
H 10.116 13.715 -18.108
O 12.587 14.153 -15.637
H 12.513 14.696 -14.853
H 12.721 14.778 -16.350
O 10.287 19.087 -15.442
H 11.004 19.103 -16.076
H 10.306 19.953 -15.035
O 18.169 16.393 -14.326
H 18.016 15.454 -14.220
H 18.555 16.476 -15.199
O 14.927 15.363 -13.710
H 15.087 15.844 -14.522
H 14.174 15.802 -13.315
O 11.192 19.803 -20.209
H 11.629 19.690 -19.365
H 11.903 19.792 -20.850
O 16.182 18.647 -13.792
H 16.825 17.999 -14.082
H 15.857 19.041 -14.602
O 17.883 18.182 -19.622
H 17.373 18.758 -20.192
H 17.837 18.595 -18.760
O 19.296 17.194 -16.701
H 19.076 16.476 -17.295
H 20.166 17.479 -16.981
O 17.351 15.511 -19.841
H 17.694 16.379 -19.629
H 16.811 15.275 -19.087
O 18.419 14.517 -16.783
H 17.499 14.676 -16.993
H 18.670 13.783 -17.344
O 14.845 22.244 -15.868
H 13.911 22.113 -15.701
H 15.141 21.412 -16.239
```

orbital gap	0.27513	Ha
total charge	-2
highest occupied orbital energy	-0.1213	Ha

2.
This record from OMol25 describes a 15-piece molecular cluster, C6H39N2O14 overall in a non-equilibrium geometry. The level of theory is wB97M-V/def2-TZVPD.

XYZ file:
```
61
Properties=species:S:1:pos:R:3
C 14.024 12.537 -9.690
C 14.431 12.460 -8.239
N 14.184 11.150 -7.634
C 14.980 10.033 -7.695
C 14.340 9.032 -7.035
N 13.085 9.517 -6.751
C 13.017 10.798 -7.099
C 12.065 8.867 -5.938
H 14.417 11.702 -10.275
H 14.346 13.477 -10.138
H 12.940 12.558 -9.815
H 13.796 13.159 -7.685
H 15.415 12.793 -7.909
H 15.947 10.059 -8.167
H 14.661 8.012 -6.898
H 12.170 11.434 -6.897
H 12.570 8.325 -5.137
H 11.540 8.124 -6.534
H 11.370 9.535 -5.438
O 9.972 8.627 -9.229
H 10.665 7.970 -9.121
H 9.174 8.191 -8.916
O 17.301 8.447 -5.970
H 17.663 8.925 -5.218
H 17.573 8.959 -6.743
O 16.084 6.469 -9.058
H 15.474 6.079 -9.693
H 16.911 5.994 -9.197
O 8.545 9.875 -5.115
H 7.931 9.463 -5.729
H 8.637 10.778 -5.437
O 12.303 10.053 -2.134
H 12.302 9.312 -1.521
H 13.020 9.860 -2.745
O 18.211 10.687 -7.573
H 18.141 11.391 -6.919
H 18.731 11.068 -8.288
O 16.096 5.966 -6.081
H 16.097 5.659 -6.994
H 16.642 6.771 -6.096
O 10.697 13.887 -6.015
H 11.156 14.626 -6.466
H 10.535 14.229 -5.130
O 16.716 12.026 -12.651
H 15.982 12.075 -12.034
H 16.306 11.770 -13.483
O 14.654 6.980 -3.837
H 15.033 6.676 -4.678
H 13.884 6.420 -3.699
O 12.647 15.793 -6.714
H 13.432 15.423 -6.294
H 12.875 15.931 -7.647
O 13.114 12.910 -4.733
H 13.245 13.241 -3.839
H 12.386 13.434 -5.106
O 13.259 9.695 -11.994
H 12.843 8.966 -11.525
H 12.936 10.484 -11.551
O 12.731 16.440 -9.482
H 11.768 16.476 -9.469
H 12.998 17.250 -9.929
```

orbital gap	0.38831	Ha
total charge	+1
highest occupied orbital energy	-0.4755	Ha

3.
This record from OMol25 describes a 13-piece molecular cluster, C6H39NO13 overall in a non-equilibrium geometry. The level of theory is wB97M-V/def2-TZVPD.

XYZ file:
```
59
Properties=species:S:1:pos:R:3
C 0.354 2.195 -0.351
C -0.644 1.860 -1.491
C 0.043 1.942 -3.017
C -1.085 2.223 -4.023
C 1.159 0.840 -3.310
N -1.200 0.494 -1.416
C -2.369 0.253 -0.685
O -2.317 0.637 0.740
H 0.362 1.774 0.522
H 1.400 2.120 -0.744
H 0.299 3.294 -0.093
H -1.335 2.713 -1.388
H 0.641 2.816 -2.986
H -1.324 1.310 -4.668
H -1.958 2.486 -3.646
H -0.725 3.101 -4.645
H 0.875 -0.136 -2.845
H 2.020 1.285 -2.942
H 1.246 0.883 -4.454
H -0.520 -0.200 -1.217
H -3.205 0.913 -1.064
H -2.835 -0.859 -0.672
H -3.159 1.064 1.010
H 0.320 -1.521 1.608
H -0.387 -0.315 1.400
O -0.008 -0.732 2.066
H -0.537 -2.819 -1.772
H 0.864 -3.040 -2.285
O -0.014 -3.404 -2.385
H 1.975 2.576 1.390
H 3.362 2.772 2.117
O 2.336 3.025 2.288
H -4.610 -2.478 -2.167
H -3.491 -1.885 -3.099
O -4.430 -1.950 -3.013
H -0.528 1.270 4.644
H -1.013 2.215 3.502
O -0.337 2.231 4.239
H -2.851 -2.990 1.426
H -3.668 -1.707 0.863
O -3.285 -2.552 0.651
H 2.829 -2.233 -2.038
H 4.045 -1.347 -1.668
O 3.338 -1.471 -2.225
H -1.651 -0.781 4.610
H -0.338 -1.270 5.273
O -0.790 -0.424 5.119
H 4.379 -1.521 1.344
H 4.653 -0.322 2.448
O 5.102 -1.030 1.828
H 2.441 -0.810 -0.739
H 1.054 -0.294 -0.173
O 1.403 -0.994 -0.553
H 1.618 0.548 4.031
H 2.144 0.099 2.743
O 2.478 0.408 3.617
H -0.879 -3.469 3.554
H -0.269 -3.673 2.078
O -0.975 -3.116 2.662
```

orbital gap (spin up / spin down)	0.09762 / 0.34607	Ha
multiplicity	2
total charge	-1
⟨S²⟩	0.75
highest occupied orbital energy (spin up / spin down)	-0.0143 / -0.2648	Ha

4.
This record from OMol25 describes a single C6H3BrO molecule in a non-equilibrium geometry. The level of theory is wB97M-V/def2-TZVPD.

XYZ file:
```
11
Properties=species:S:1:pos:R:3
C 0.976 -0.720 0.315
C -0.024 -0.910 -0.743
C 1.005 0.565 0.696
C -0.575 0.507 -0.991
C -0.007 1.408 0.015
C -1.399 -0.375 -0.443
O -0.368 2.516 0.298
Br -2.999 -0.867 0.290
H 1.627 -1.502 0.661
H 0.116 -1.637 -1.527
H 1.648 1.015 1.429
```

orbital gap (spin up / spin down)	0.25812 / 0.25680	Ha
multiplicity	3
⟨S²⟩	2.02
highest occupied orbital energy (spin up / spin down)	-0.2529 / -0.3598	Ha

5.
This record from OMol25 describes a single C6H3Cl molecule in a non-equilibrium geometry. The level of theory is wB97M-V/def2-TZVPD.

XYZ file:
```
10
Properties=species:S:1:pos:R:3
C -0.607 -2.422 0.419
C 0.328 -1.571 -0.132
C 0.242 -0.228 -0.375
C 0.381 1.013 -0.401
C 0.575 2.374 -0.613
C 0.458 3.598 -0.273
H -0.492 -3.528 0.577
H 1.312 -1.995 -0.075
H 0.119 4.643 0.215
Cl -2.316 -1.883 0.660
```

orbital gap	0.30544	Ha
highest occupied orbital energy	-0.3207	Ha

6.
This record from OMol25 describes a single C6H3Cl4P molecule in a non-equilibrium geometry. The level of theory is wB97M-V/def2-TZVPD.

XYZ file:
```
14
Properties=species:S:1:pos:R:3
C 0.046 1.779 -0.312
C 0.660 0.685 -0.900
C -0.704 1.700 0.756
C 0.465 -0.612 -0.518
C -0.996 0.464 1.424
C -0.524 -0.754 1.024
P 1.471 -2.137 -0.791
Cl -2.044 0.595 2.828
Cl -0.660 -2.219 1.741
Cl 1.989 -2.039 -2.771
Cl 0.086 -3.585 -1.111
H 0.113 2.701 -0.835
H 1.283 0.886 -1.687
H -1.184 2.535 1.152
```

orbital gap (spin up / spin down)	0.23726 / 0.22243	Ha
multiplicity	3
⟨S²⟩	2.04
highest occupied orbital energy (spin up / spin down)	-0.2233 / -0.3449	Ha

7.
This record from OMol25 describes an isolated ion of composition C6H3F3NO and charge -1 in a non-equilibrium geometry. The level of theory is wB97M-V/def2-TZVPD.

XYZ file:
```
14
Properties=species:S:1:pos:R:3
C 2.240 -0.222 -0.230
C 1.839 1.149 0.186
C 1.143 -1.028 -0.312
C 0.583 1.442 0.393
C -1.166 -0.654 -0.692
C -2.448 -0.398 -0.002
N -0.052 -0.501 0.020
O -0.411 2.093 0.585
F -3.129 0.650 -0.534
F -3.188 -1.522 -0.322
F -2.573 -0.322 1.356
H 3.330 -0.427 -0.459
H 2.555 1.897 0.486
H 1.278 -2.157 -0.476
```

orbital gap	0.25984	Ha
total charge	-1
highest occupied orbital energy	-0.1149	Ha

8.
This record from OMol25 describes C6H3N2O2 as an isolated structure in a non-equilibrium geometry. The level of theory is wB97M-V/def2-TZVPD.

XYZ file:
```
13
Properties=species:S:1:pos:R:3
C -0.092 -0.936 0.456
C 1.413 0.556 0.926
C -0.316 0.176 -0.350
C -0.918 0.987 -1.536
C 0.053 1.986 -1.394
C 0.776 -2.018 -1.038
N 0.978 -0.560 1.357
N 0.711 1.019 -0.134
O 0.003 -2.909 -1.187
O 1.787 -1.464 -1.305
H -0.899 -1.490 0.871
H 2.291 1.102 1.298
H -1.925 1.058 -2.016
```

orbital gap	0.29723	Ha
total charge	-1
highest occupied orbital energy	-0.1508	Ha

9.
This record from OMol25 describes C6H3O5Yb as an isolated structure in a non-equilibrium geometry. The level of theory is wB97M-V/def2-TZVPD.

XYZ file:
```
15
Properties=species:S:1:pos:R:3
C -1.655 0.672 0.368
C -0.801 0.339 -0.803
O -1.923 -0.683 -2.838
C -1.431 -0.294 -1.913
O -1.441 0.123 1.439
H -2.552 1.288 0.195
Yb -2.310 -0.057 3.713
O 2.505 -0.092 0.598
C 2.064 -1.409 0.369
C 1.599 0.744 0.137
O 2.612 -2.372 0.769
O 0.884 -1.312 -0.249
C 0.628 0.027 -0.557
H 1.790 1.816 0.165
H 0.030 1.209 -1.393
```

orbital gap (spin up / spin down)	0.32426 / 0.24841	Ha
multiplicity	2
total charge	+4
⟨S²⟩	0.77
highest occupied orbital energy (spin up / spin down)	-0.9744 / -0.9746	Ha

10.
This record from OMol25 describes C6H40FeO23 as an isolated structure in a non-equilibrium geometry. The level of theory is wB97M-V/def2-TZVPD.

XYZ file:
```
70
Properties=species:S:1:pos:R:3
Fe -0.969 -3.229 -1.844
C 0.522 0.105 2.182
C -0.181 -1.011 1.686
C -0.637 -1.024 0.225
O -1.167 -2.077 -0.244
C -0.314 0.041 -0.621
C 0.473 1.083 -0.126
C 0.815 1.181 1.340
O 1.291 2.204 1.852
O 0.885 1.960 -0.910
O -0.440 -1.992 2.442
H 0.853 0.048 3.207
H -0.578 -0.110 -1.652
O 0.895 0.203 -3.823
H 0.795 0.780 -3.036
H 0.096 0.387 -4.386
O 2.855 3.117 4.310
H 2.452 2.819 3.479
H 3.286 3.948 4.085
O 2.361 -2.712 0.909
H 3.290 -2.752 1.170
H 1.953 -2.109 1.549
O 0.559 -4.364 -0.881
H 0.971 -5.220 -1.059
H 1.156 -3.923 -0.235
O 0.208 3.722 -4.658
H 0.188 2.822 -4.318
H 0.927 4.146 -4.169
O 2.892 -0.790 5.920
H 2.260 -0.085 6.090
H 2.406 -1.457 5.380
O 3.047 3.597 -0.152
H 2.490 3.479 -0.927
H 2.637 3.020 0.518
O 1.177 -2.494 4.650
H 0.621 -3.270 4.786
H 1.014 -2.235 3.720
O -1.750 -4.352 2.406
H -1.181 -3.538 2.469
H -2.465 -4.088 1.824
O -2.547 3.173 -3.491
H -1.807 3.512 -2.946
H -3.300 3.714 -3.233
O -2.540 -4.473 -1.240
H -2.358 -5.424 -1.293
H -3.358 -4.399 -0.729
O -1.557 0.287 4.799
H -0.772 0.369 5.356
H -1.324 -0.392 4.148
O -2.134 -2.005 -3.000
H -2.620 -2.153 -3.822
H -2.549 -1.209 -2.592
O -1.478 1.124 -4.847
H -2.038 1.826 -4.433
H -2.049 0.709 -5.503
O -1.046 2.913 3.726
H -1.454 2.110 4.113
H -0.281 2.590 3.225
O 0.739 -2.365 -2.757
H 1.596 -2.731 -2.498
H 0.918 -1.394 -2.980
O 3.193 1.891 -3.172
H 2.631 1.269 -3.665
H 2.895 1.830 -2.252
O -0.635 4.183 -0.034
H 0.043 3.478 -0.114
H -1.178 3.912 0.719
O -3.567 0.296 -1.789
H -4.135 0.453 -1.025
H -2.980 1.076 -1.825
```

orbital gap (spin up / spin down)	0.24121 / 0.23440	Ha
multiplicity	5
⟨S²⟩	6.01
highest occupied orbital energy (spin up / spin down)	-0.3068 / -0.3067	Ha

11.
This record from OMol25 describes C6H41MnNO19 as an isolated structure in a non-equilibrium geometry. The level of theory is wB97M-V/def2-TZVPD.

XYZ file:
```
68
Properties=species:S:1:pos:R:3
Mn 11.238 9.674 9.771
N 8.111 9.434 8.670
O 9.269 9.572 9.025
O 7.852 8.972 7.597
O 7.247 9.789 9.451
C 10.361 6.030 7.810
C 11.546 6.506 8.562
O 11.510 7.819 9.035
H 10.460 4.960 7.630
H 10.133 6.609 6.915
H 9.467 6.272 8.384
H 12.399 6.419 7.888
H 11.836 5.776 9.317
C 11.832 13.878 10.528
C 10.665 12.971 10.618
O 11.010 11.633 10.239
H 12.496 13.730 11.380
H 11.415 14.880 10.431
H 12.405 13.690 9.620
H 9.794 13.420 10.141
H 10.238 13.012 11.619
C 9.321 7.199 12.782
C 10.005 8.562 12.776
O 10.559 8.998 11.533
H 10.028 6.453 12.420
H 8.471 7.214 12.100
H 9.052 7.061 13.829
H 10.754 8.459 13.562
H 9.309 9.324 13.126
O 13.839 6.929 11.278
H 13.308 6.241 10.877
H 14.732 6.745 10.985
O 14.432 6.343 6.500
H 14.180 7.242 6.714
H 13.696 5.810 6.802
O 14.510 12.115 8.770
H 14.078 12.259 7.928
H 14.617 12.993 9.137
O 13.267 10.967 14.077
H 13.591 11.248 13.221
H 14.017 10.538 14.488
O 10.164 12.064 7.226
H 9.316 12.008 6.785
H 10.667 12.686 6.701
O 14.453 11.758 11.756
H 14.820 12.404 11.153
H 15.085 11.713 12.473
O 11.849 10.311 7.913
H 12.452 9.882 7.306
H 11.383 10.951 7.375
O 6.312 11.984 11.817
H 6.854 11.299 11.425
H 5.415 11.740 11.591
O 13.186 9.766 10.219
H 13.838 9.322 9.678
H 13.697 10.347 10.782
O 9.188 9.514 5.167
H 8.805 9.365 6.032
H 8.727 10.282 4.829
O 13.551 9.010 6.305
H 13.180 8.760 5.459
H 14.162 9.717 6.100
O 15.425 9.003 9.039
H 16.244 8.882 9.519
H 15.661 9.561 8.298
O 13.399 7.223 14.116
H 13.782 7.023 13.262
H 12.544 7.602 13.914
```

orbital gap (spin up / spin down)	0.28143 / 0.20027	Ha
multiplicity	4
⟨S²⟩	3.96
highest occupied orbital energy (spin up / spin down)	-0.3123 / -0.2931	Ha

12.
This record from OMol25 describes a 16-piece molecular cluster, C6H42O15 overall in a non-equilibrium geometry. The level of theory is wB97M-V/def2-TZVPD.

XYZ file:
```
63
Properties=species:S:1:pos:R:3
C -0.324 1.525 -0.480
C -1.216 1.053 0.687
C -0.296 0.465 1.809
C -0.167 1.185 3.132
C 0.489 2.349 3.027
C -0.272 0.617 4.511
H -0.983 1.656 -1.349
H 0.466 0.853 -0.832
H 0.228 2.381 -0.098
H -1.781 1.921 1.022
H -1.995 0.304 0.631
H -0.740 -0.513 2.041
H 0.585 -0.003 1.325
H 0.661 3.011 3.876
H 0.716 3.026 2.179
H 0.703 0.485 4.980
H -0.915 1.271 5.104
H -0.761 -0.349 4.604
H -1.874 3.361 2.558
H -2.702 4.541 1.850
O -1.844 4.213 2.118
H -2.030 -2.698 2.234
H -1.068 -3.142 3.365
O -1.966 -3.222 3.041
H 1.904 -1.077 -1.134
H 1.185 -0.645 -2.462
O 2.040 -0.919 -2.078
H -2.498 1.666 -2.321
H -2.867 2.244 -3.667
O -2.326 1.555 -3.265
H -1.395 -4.489 -0.872
H -1.351 -4.559 0.650
O -1.315 -3.942 -0.086
H 4.149 -0.475 2.330
H 2.638 -0.818 2.470
O 3.511 -1.189 2.348
H -1.413 -1.129 -2.796
H -2.138 -2.317 -3.168
O -1.526 -2.037 -2.471
H -2.274 -2.474 -0.013
H -1.540 -1.397 0.288
O -2.389 -1.723 0.635
H 0.434 -2.290 0.531
H 1.921 -2.306 1.190
O 1.298 -1.876 0.600
H 4.310 2.913 -0.849
H 2.837 2.522 -1.176
O 3.396 3.020 -0.570
H 2.433 0.820 -3.574
H 1.727 1.874 -4.388
O 2.486 1.283 -4.424
H -0.365 0.614 -4.099
H 1.059 0.084 -4.525
O 0.363 0.041 -3.822
H 2.923 1.823 0.560
H 2.059 1.682 1.860
O 2.914 1.456 1.473
H 0.577 -2.594 -3.361
H 1.917 -2.930 -3.262
O 1.185 -3.164 -3.862
H -4.772 0.522 0.920
H -3.830 -0.082 -0.082
O -3.978 0.734 0.415
```

orbital gap	0.33440	Ha
highest occupied orbital energy	-0.3391	Ha

Number 1: total energy -1906.86151 Ha. Number 2: total energy -1414.67697 Ha. Number 3: total energy -1284.66397 Ha. Number 4: total energy -2879.44326 Ha. Number 5: total energy -690.42777 Ha. Number 6: total energy -2412.41540 Ha. Number 7: total energy -659.96226 Ha. Number 8: total energy -490.32775 Ha. Number 9: total energy -1763.27617 Ha. Number 10: total energy -3246.89403 Ha. Number 11: total energy -2888.18077 Ha. Number 12: total energy -1382.29555 Ha.